A gas-phase ion, C5H13N2O (charge -1) in a non-equilibrium geometry, computed with wB97M-V/def2-TZVPD.

Output
SMILES string ... CNC[C@@H](C)NC[O-]

Geometry as ORCA input:
```
! RIJCOSX wB97M-V def2-TZVPD def2/J DEFGRID3
* xyz -1 1
C -3.412 0.923 0.186
N -2.173 0.160 -0.069
C -0.985 1.037 -0.173
C 0.248 0.096 -0.462
C 1.337 1.030 -1.057
N 0.626 -0.528 0.780
C 1.738 -1.714 0.505
O 2.933 -1.330 0.224
H -4.225 0.485 -0.398
H -3.342 1.936 -0.233
H -3.734 1.071 1.224
H -2.066 -0.469 0.724
H -0.637 1.482 0.765
H -1.215 1.848 -0.864
H 0.017 -0.722 -1.135
H 1.536 1.939 -0.491
H 1.213 1.278 -2.118
H 2.236 0.393 -1.025
H 0.910 0.045 1.566
H 1.171 -2.281 -0.266
H 1.641 -2.222 1.510
*
```

=====

C4H6N2O2 in the gas phase in a non-equilibrium geometry, computed with wB97M-V/def2-TZVPD.

Output
SMILES string ... N#CCNCC(=O)O

Geometry as ORCA input:
```
! RIJCOSX wB97M-V def2-TZVPD def2/J DEFGRID3
* xyz 0 1
N -0.704 2.004 -2.205
C 0.026 1.745 -1.367
C 1.090 1.228 -0.192
N 0.386 0.265 0.547
C 0.140 -1.067 -0.080
C -1.076 -1.608 0.611
O -1.423 -2.752 0.503
O -1.911 -0.776 1.301
H 1.276 2.110 0.366
H 1.989 0.949 -0.855
H 0.856 0.118 1.380
H -0.160 -0.793 -1.125
H 1.059 -1.600 -0.017
H -1.549 0.176 1.133
*
```

=====

A molecular structure, C28H27N3O4PbS, computed with wB97M-V/def2-TZVPD.

Geometry as ORCA input:
```
! RIJCOSX wB97M-V def2-TZVPD def2/J DEFGRID3
* xyz 2 1
Pb -2.997 0.652 -1.720
C -3.375 3.261 -1.729
C -3.027 2.836 -3.041
C -4.094 2.035 -3.534
C -5.084 1.961 -2.521
C -4.635 2.722 -1.410
H -2.787 3.912 -1.101
H -2.149 3.130 -3.595
H -4.160 1.603 -4.521
H -6.033 1.452 -2.600
H -5.178 2.877 -0.491
N -1.369 1.718 1.030
S -0.531 0.715 1.782
C -1.616 -0.441 2.503
C -1.272 -1.784 2.586
C -2.155 -2.646 3.215
C -3.343 -2.163 3.749
C -3.669 -0.813 3.657
C -2.803 0.065 3.030
C 0.546 1.384 2.998
C 1.399 2.410 2.600
C 2.259 2.951 3.538
C 2.258 2.467 4.842
C 1.405 1.440 5.218
C 0.538 0.881 4.292
H -0.915 2.624 0.934
H -0.339 -2.148 2.181
H -1.912 -3.696 3.289
H -4.024 -2.844 4.242
H -4.596 -0.446 4.075
H -3.039 1.117 2.945
H 1.407 2.777 1.580
H 2.928 3.751 3.253
H 2.932 2.897 5.571
H 1.414 1.066 6.233
H -0.123 0.074 4.573
C -2.123 -4.194 -5.082
N -1.136 -3.425 -4.323
C 0.252 -3.887 -4.327
C -1.515 -2.465 -3.526
N -1.861 -1.611 -2.819
H -1.812 -4.247 -6.125
H -3.092 -3.705 -5.027
H -2.208 -5.204 -4.680
H 0.609 -3.940 -5.354
H 0.324 -4.875 -3.870
H 0.872 -3.188 -3.772
O 1.882 -1.195 2.219
C 1.787 -0.558 1.231
O 0.407 -0.116 0.827
C 2.776 -0.124 0.269
C 2.454 0.644 -0.849
C 3.436 1.057 -1.742
C 4.729 0.670 -1.465
O 5.833 0.938 -2.170
C 6.940 0.350 -1.460
O 6.388 -0.335 -0.331
C 5.056 -0.102 -0.346
C 4.108 -0.518 0.539
H 1.425 0.918 -1.031
H 3.208 1.651 -2.615
H 7.607 1.141 -1.122
H 7.446 -0.360 -2.110
H 4.350 -1.116 1.407
*
```

=====

11 unconnected molecules or ions with the total composition C4H29NO11 in a non-equilibrium geometry, computed with wB97M-V/def2-TZVPD.

Output
SMILES string ... C[C@@H](N)CC=O.O.O.O.O.O.O.O.O.O.O

Geometry as ORCA input:
```
! RIJCOSX wB97M-V def2-TZVPD def2/J DEFGRID3
* xyz 0 1
C 0.935 -2.492 -2.551
C 1.170 -1.067 -2.001
N -0.078 -0.389 -1.612
C 1.928 -1.121 -0.635
C 0.790 -0.982 0.404
O 0.787 0.055 1.071
H 1.935 -2.939 -2.674
H 0.569 -2.344 -3.597
H 0.521 -3.183 -1.792
H 1.779 -0.490 -2.727
H -0.041 0.601 -1.863
H -0.890 -0.779 -2.107
H 2.669 -0.327 -0.509
H 2.493 -2.043 -0.574
H 0.007 -1.717 0.510
O -3.003 2.347 -0.050
H -2.132 2.457 -0.458
H -2.742 2.026 0.837
O -4.026 -0.246 -1.347
H -4.399 -0.209 -2.235
H -3.761 0.682 -1.221
O -1.788 0.639 1.783
H -0.829 0.458 1.861
H -2.196 -0.173 1.434
O -1.411 -3.355 2.219
H -0.647 -3.681 2.702
H -1.823 -2.699 2.793
O 0.730 3.048 -1.690
H 0.390 3.043 -0.674
H 0.113 3.614 -2.178
O 0.578 -2.130 3.467
H 0.668 -1.450 2.784
H 0.508 -1.594 4.268
O 2.584 2.015 2.007
H 2.159 1.159 1.810
H 3.244 2.203 1.322
O 0.522 3.059 0.793
H -0.106 2.493 1.263
H 1.382 2.728 1.245
O 3.213 2.576 -0.845
H 2.253 2.688 -1.028
H 3.722 3.264 -1.273
O -2.323 -1.696 0.445
H -2.336 -2.643 0.644
H -3.118 -1.403 -0.020
*
```

=====

10 unconnected molecules or ions with the total composition H20O10 in a non-equilibrium geometry, computed with wB97M-V/def2-TZVPD.

Output
SMILES string ... O.O.O.O.O.O.O.O.O.O

Geometry as ORCA input:
```
! RIJCOSX wB97M-V def2-TZVPD def2/J DEFGRID3
* xyz 0 1
O 0.297 1.390 0.775
H -0.580 1.311 1.167
H 0.382 0.600 0.230
O -0.760 -0.780 -0.370
H -1.539 -0.572 -0.899
H -1.055 -0.655 0.539
O -0.425 -2.325 -3.454
H -0.112 -2.578 -2.578
H -0.223 -3.089 -4.005
O 0.996 -2.750 -0.717
H 1.308 -2.201 0.011
H 0.100 -2.993 -0.460
O 2.650 0.204 -1.507
H 2.453 0.932 -2.107
H 3.404 -0.238 -1.915
O -2.893 -1.870 1.160
H -2.027 -1.950 1.576
H -3.435 -2.522 1.619
O -1.886 -0.015 3.330
H -2.742 0.281 2.999
H -1.309 0.745 3.200
O 2.795 4.187 1.101
H 3.392 4.539 0.432
H 3.027 3.253 1.155
O -1.386 3.775 2.217
H -1.094 3.265 2.981
H -2.243 3.394 1.995
O 1.065 -1.397 -3.083
H 1.078 -1.439 -2.120
H 0.762 -0.503 -3.275
*
```

=====

2 unconnected molecules or ions with the total composition C25H42N3O in a non-equilibrium geometry, computed with wB97M-V/def2-TZVPD.

Geometry as ORCA input:
```
! RIJCOSX wB97M-V def2-TZVPD def2/J DEFGRID3
* xyz 1 1
C -4.078 1.338 1.168
C -5.008 0.683 0.100
C -5.231 1.706 -1.044
C -4.533 -0.743 -0.357
C -5.430 -1.787 0.371
C -4.471 -0.944 -1.890
O -4.341 -2.342 -2.277
C -3.002 -2.677 -2.202
C -2.553 -3.344 -0.996
N -1.311 -3.702 -0.780
C -0.482 -3.371 -1.824
C 0.908 -3.678 -1.704
C 1.824 -3.407 -2.685
C 1.352 -2.784 -3.899
C 0.024 -2.466 -4.033
C -0.940 -2.755 -3.004
N -2.245 -2.386 -3.224
H -3.402 0.608 1.648
H -3.446 2.106 0.687
H -4.659 1.832 1.964
H -5.986 0.546 0.598
H -4.287 2.023 -1.523
H -5.957 1.378 -1.806
H -5.661 2.623 -0.596
H -3.508 -0.884 0.050
H -6.490 -1.619 0.108
H -5.197 -2.828 0.104
H -5.326 -1.642 1.459
H -3.585 -0.392 -2.259
H -5.368 -0.571 -2.403
H -3.289 -3.568 -0.217
H 1.256 -4.150 -0.775
H 2.878 -3.669 -2.553
H 2.077 -2.589 -4.693
H -0.332 -1.977 -4.947
C -0.343 2.356 0.802
C -0.006 0.966 1.332
C 1.164 0.928 2.321
C 2.455 1.663 1.978
N 3.393 1.112 0.922
C 4.144 -0.127 1.382
C 3.256 -1.302 1.017
C 2.548 -0.872 -0.265
C 2.696 0.646 -0.354
C 4.377 2.209 0.525
C 5.380 2.657 1.585
C 4.865 3.580 2.694
H 0.505 2.836 0.309
H -1.147 2.290 0.070
H -0.678 3.010 1.611
H 0.166 0.288 0.494
H -0.887 0.568 1.840
H 1.362 -0.101 2.621
H 0.803 1.408 3.237
H 3.044 1.677 2.892
H 2.240 2.695 1.706
H 5.073 -0.169 0.812
H 4.363 -0.053 2.445
H 2.536 -1.511 1.805
H 3.831 -2.217 0.881
H 1.508 -1.194 -0.270
H 3.012 -1.337 -1.134
H 1.773 1.200 -0.494
H 3.344 0.885 -1.195
H 3.784 3.047 0.156
H 4.944 1.807 -0.315
H 6.144 3.219 1.043
H 5.898 1.801 2.023
H 4.123 4.288 2.321
H 5.694 4.156 3.105
H 4.439 3.027 3.530
*
```

=====

For reference, ΔE to the lowest compared entry with this formula, charge and spin by record: 131.2 184.2 46.9 171.3 683.1 13.0 kJ/mol.
For reference, HOMO energy by record: -0.1006 -0.3856 -0.4841 -0.3560 -0.2524 -0.4128 Ha.
For reference, orbital gap by record: 6.36 10.72 7.87 10.07 6.67 8.96 eV.